The molecule C18H28O3. Source: the OMol25 dataset; level of theory: ωB97M-V/def2-TZVPD.

The SMILES is CCCC[C@@H](CC)C(=O)Oc1ccc(O)c(C(C)(C)C)c1. The value obtained for the HOMO-LUMO gap is 8.96 eV. The calculation puts the relative energy (zero: lowest compared OMol25 entry of this formula, charge and spin) at 18.63 kJ/mol.

CARTESIAN COORDINATES (ANGSTROEM)
C 2.699 3.034 -1.651
C 3.195 2.707 -0.247
C 2.835 1.288 0.202
C 3.661 0.222 -0.515
C 3.262 -1.228 -0.177
C 3.359 -1.554 1.314
C 3.202 -3.048 1.572
C 1.882 -1.492 -0.753
O 1.694 -1.881 -1.876
O 0.912 -1.189 0.120
C -0.431 -1.337 -0.220
C -0.927 -2.449 -0.878
C -2.283 -2.513 -1.114
C -3.144 -1.498 -0.708
O -4.456 -1.700 -1.003
C -2.650 -0.365 -0.042
C -3.565 0.784 0.386
C -4.106 1.483 -0.874
C -4.726 0.263 1.266
C -2.811 1.842 1.201
C -1.281 -0.320 0.187
H 3.173 2.399 -2.395
H 2.922 4.069 -1.898
H 1.622 2.890 -1.716
H 2.750 3.416 0.455
H 4.279 2.836 -0.203
H 3.007 1.210 1.277
H 1.773 1.118 0.020
H 4.714 0.355 -0.258
H 3.562 0.348 -1.595
H 3.945 -1.884 -0.730
H 2.587 -1.012 1.861
H 4.334 -1.222 1.679
H 3.966 -3.612 1.041
H 3.294 -3.262 2.634
H 2.227 -3.394 1.237
H -0.273 -3.241 -1.201
H -2.715 -3.360 -1.623
H -4.992 -0.993 -0.626
H -4.611 0.799 -1.551
H -3.284 1.939 -1.422
H -4.807 2.267 -0.593
H -5.651 0.125 0.708
H -4.460 -0.677 1.746
H -4.946 0.981 2.053
H -3.500 2.637 1.479
H -2.009 2.293 0.621
H -2.400 1.413 2.111
H -0.831 0.513 0.700

A structure of composition C18H29BF2N3O4PtSi2. Source: the OMol25 dataset; level of theory: ωB97M-V/def2-TZVPD.

The value obtained for the HOMO-LUMO gap is 7.06 eV. The calculation puts the relative energy (zero: lowest compared OMol25 entry of this formula, charge and spin) at 96.35 kJ/mol. Its charge is -1.

CARTESIAN COORDINATES (ANGSTROEM)
Pt 0.270 1.237 -0.095
O 4.615 1.260 4.217
C 3.395 1.453 4.635
O 3.111 1.654 5.801
C 2.298 1.424 3.616
C 0.990 1.626 3.988
N 0.245 1.539 2.881
N 0.992 1.285 1.803
C 2.256 1.207 2.214
C 3.382 0.901 1.230
O 4.539 0.878 1.738
O 3.081 0.755 0.046
H 4.632 1.136 3.171
H 0.571 1.815 4.960
H -0.750 1.627 2.770
C -0.455 0.839 -6.353
C -0.308 0.973 -4.864
C 0.611 0.215 -4.150
C 0.698 0.348 -2.778
N -0.078 1.201 -2.093
C -0.945 1.956 -2.771
C -1.093 1.861 -4.140
H 0.345 0.233 -6.775
H -0.440 1.817 -6.835
H -1.407 0.365 -6.601
H 1.266 -0.484 -4.652
H 1.401 -0.224 -2.186
H -1.520 2.656 -2.186
H -1.819 2.494 -4.635
C -3.308 0.440 -0.856
Si -2.395 -0.632 0.407
C -3.420 -2.227 0.495
C -2.749 0.214 2.068
C -0.627 -0.847 -0.037
Si 0.382 -2.204 0.691
C -0.422 -3.920 0.555
C 0.738 -1.971 2.527
C 2.002 -2.392 -0.246
H -4.384 0.432 -0.656
H -3.155 0.087 -1.880
H -2.960 1.474 -0.797
H -4.486 -1.987 0.549
H -3.168 -2.819 1.378
H -3.258 -2.860 -0.381
H -3.786 0.030 2.360
H -2.639 1.299 1.963
H -2.109 -0.146 2.876
H -0.689 -1.118 -1.108
H -1.276 -4.044 1.223
H 0.315 -4.688 0.809
H -0.768 -4.115 -0.465
H -0.150 -1.621 3.062
H 1.536 -1.248 2.702
H 1.045 -2.916 2.982
H 1.798 -2.614 -1.300
H 2.591 -3.222 0.154
H 2.605 -1.483 -0.192
F 1.254 3.950 0.787
B 0.853 3.175 -0.246
F 0.749 3.923 -1.378

A structure of composition C18H29BeBrCaCl6FLiN4O9P in a non-equilibrium geometry. Source: the OMol25 dataset; level of theory: ωB97M-V/def2-TZVPD.

The value obtained for the HOMO-LUMO gap is 1.50 eV. Its charge is +1.

CARTESIAN COORDINATES (ANGSTROEM)
C -7.493 0.200 -1.573
C -6.871 -1.117 -0.945
Br -7.292 -2.754 -2.035
C -5.344 -1.008 -0.571
N -4.440 -1.790 -1.458
C -4.061 -1.380 -2.633
N -3.152 -2.172 -3.435
N -4.592 -0.114 -3.045
P -3.552 0.730 -4.195
O -4.476 2.081 -4.812
Cl -1.930 1.405 -3.032
H -8.365 -0.092 -2.211
H -6.740 0.830 -2.145
H -7.798 0.839 -0.690
H -7.426 -1.280 0.061
H -5.214 -1.384 0.487
H -4.971 0.055 -0.562
H -4.085 -2.678 -1.083
H -3.500 -3.138 -3.495
H -2.275 -2.232 -2.881
H -5.535 -0.221 -3.431
H -5.374 2.140 -4.336
C 2.111 5.397 -0.511
C 2.565 4.093 -0.594
C 1.799 3.222 -1.581
O 2.092 2.080 -1.839
C 0.611 3.818 -2.256
C 0.147 5.132 -2.156
C 0.993 6.020 -1.246
O 0.796 7.205 -1.087
O -0.831 5.615 -2.708
O 3.506 3.584 0.033
H 2.612 6.084 0.162
H 0.066 3.113 -2.882
Li -6.679 1.321 -4.800
C -0.849 -1.395 0.717
C -0.712 -2.803 0.125
O -0.682 -2.854 -1.123
O -0.648 -3.714 0.969
H -0.893 -0.634 -0.064
H -1.757 -1.326 1.320
H 0.020 -1.195 1.363
Be 1.774 -1.322 2.335
C 2.823 -1.934 7.451
C 1.912 -1.450 6.343
O 2.412 -0.240 5.772
H 2.912 -1.174 8.230
H 2.441 -2.854 7.897
H 3.826 -2.119 7.071
H 0.914 -1.245 6.734
H 1.824 -2.204 5.551
H 3.294 -0.412 5.407
Cl 1.357 2.912 -4.449
Ca -5.922 3.133 -6.485
C 6.424 -2.009 4.901
Cl 5.600 -0.452 5.147
Cl 5.727 -2.786 3.469
Cl 8.155 -1.734 4.656
Cl 6.189 -3.054 6.314
C 6.024 -1.205 0.389
O 7.193 -1.210 0.710
N 5.546 -0.866 -0.832
C 4.130 -0.892 -1.131
C 6.481 -0.466 -1.868
H 5.228 -1.489 1.099
H 3.952 -1.589 -1.954
H 3.805 0.109 -1.425
H 3.554 -1.213 -0.261
H 7.184 -1.281 -2.054
H 7.042 0.407 -1.529
H 5.949 -0.225 -2.788
F -7.532 -0.819 1.477

A structure of composition C18H29FINO7S in a non-equilibrium geometry. Source: the OMol25 dataset; level of theory: ωB97M-V/def2-TZVPD.

The value obtained for the HOMO-LUMO gap is 9.02 eV.

CARTESIAN COORDINATES (ANGSTROEM)
C 0.618 1.216 1.073
C 0.331 -0.096 0.896
C 0.675 -1.098 -0.189
C -0.518 -2.103 -0.359
C -1.345 -2.092 -1.656
I -2.277 -4.071 -1.719
C -2.512 -1.085 -1.795
C -2.604 0.118 -0.846
C -3.128 -0.122 0.586
C -3.846 -1.449 0.848
N -3.981 -1.664 2.318
C -2.875 -2.309 2.883
C -2.126 -1.609 4.001
O -2.527 -3.407 2.530
S -0.167 -2.091 -3.075
O -0.657 -1.227 -4.104
O 0.073 -3.434 -3.492
O 1.228 -1.629 -2.471
C 1.290 -0.555 -1.490
C 0.637 0.691 -2.096
C 1.126 1.129 -3.464
O 0.411 1.552 -4.305
F 2.455 1.102 -3.655
O 2.674 -0.391 -1.442
C 3.329 0.173 -0.329
C 3.546 1.679 -0.415
O 4.178 2.001 0.819
C 4.308 3.398 1.030
C 3.030 4.078 1.500
H 0.333 2.024 0.409
H 1.145 1.517 1.977
H -0.196 -0.575 1.726
H 1.465 -1.694 0.280
H -0.108 -3.109 -0.286
H -1.171 -2.015 0.507
H -3.464 -1.606 -1.748
H -2.478 -0.692 -2.814
H -3.305 0.809 -1.321
H -1.681 0.690 -0.778
H -3.849 0.669 0.814
H -2.347 -0.008 1.342
H -3.309 -2.318 0.479
H -4.865 -1.410 0.465
H -4.031 -0.762 2.779
H -2.328 -0.542 4.068
H -2.423 -2.098 4.932
H -1.063 -1.811 3.894
H -0.438 0.623 -2.216
H 0.818 1.559 -1.461
H 2.925 -0.059 0.656
H 4.334 -0.253 -0.326
H 2.610 2.241 -0.470
H 4.233 1.933 -1.226
H 4.702 3.875 0.127
H 5.051 3.502 1.821
H 2.801 3.863 2.542
H 2.162 3.786 0.904
H 3.132 5.153 1.344